Entry from the OMol25 dataset: C18H34O2 as an isolated structure (ωB97M-V/def2-TZVPD).

Values from the calculation:
Net charge ... 0
HOMO ... -8.965 eV
Largest force on an atom ... 17.12 eV Å⁻¹
ΔE to the lowest compared entry with this formula, charge and spin ... 1472.0 kJ/mol
E_tot ... -856.200538 hartree

Element x y z (Å)
C 5.827 -4.667 3.914
C 5.171 -3.400 3.154
C 3.579 -3.622 2.990
C 3.072 -2.407 2.419
C 1.735 -2.570 2.202
C 0.972 -1.368 1.773
C -0.527 -1.490 1.761
C -1.251 -0.426 0.819
C -2.733 -0.629 0.773
C -3.444 -0.832 -0.267
C -3.116 -1.270 -1.589
H -1.910 -1.070 -1.744
H -2.908 -2.130 -1.953
C -3.854 -0.340 -2.647
C -3.637 1.131 -2.534
C -2.286 1.795 -2.500
C -2.207 3.432 -2.496
C -0.884 3.926 -2.631
C -1.049 5.403 -2.729
C 0.371 6.013 -2.691
O 1.510 5.334 -3.027
O 0.316 7.281 -2.569
H 1.172 7.678 -2.835
H -1.372 5.731 -1.457
H -1.664 5.653 -3.575
H -0.581 3.650 -3.754
H -0.086 3.592 -1.969
H -2.837 3.505 -1.598
H -2.961 3.723 -3.139
H -1.619 1.447 -1.860
H -2.019 1.419 -3.688
H -3.951 1.340 -1.503
H -4.446 1.682 -3.120
H -4.681 -0.597 -2.627
H -3.310 -0.541 -3.638
H -4.742 -1.067 -0.135
H -3.245 -0.468 1.610
H -1.168 0.644 1.739
H -0.880 -0.224 -0.054
H -1.143 -1.832 2.694
H -0.859 -2.282 1.063
H 1.030 -0.548 2.572
H 1.392 -1.269 0.785
H 1.464 -3.450 1.787
H 1.130 -2.922 3.318
H 3.484 -2.139 1.390
H 3.319 -1.436 3.077
H 3.558 -4.367 2.459
H 3.225 -3.924 3.983
H 5.647 -3.452 2.360
H 5.404 -2.663 3.794
H 6.921 -4.632 3.898
H 5.588 -5.564 3.078
H 5.482 -4.782 4.916